1.
13
Properties=species:S:1:pos:R:3:forces:R:3 method="wB97M-V/def2-TZVPD" total_charge=-1 mol_weight_g_mol=95.074 homo_energy_ev=-4.42 fmax_ev_per_a=2.93 spin_multiplicity=1 gap_ev=7.9 de_lowest_kcal_mol=19.47
O 2.735 2.208 0.453 -2.091 -2.022 -0.371
C 1.934 1.229 0.223 0.295 0.294 0.629
O 0.975 0.753 0.947 1.492 1.328 -0.891
C 2.259 0.341 -1.046 -1.838 0.586 0.059
H 1.579 0.449 -1.963 0.799 0.279 1.382
H 2.081 -0.667 -0.679 0.428 -0.288 -0.232
H 3.266 0.576 -1.297 0.850 -0.220 -0.484
H -3.051 -1.852 0.464 0.215 -0.163 -0.822
H -4.153 -0.995 0.142 -1.138 0.981 0.111
O -3.568 -1.570 -0.322 0.911 -0.839 0.761
H -0.586 0.042 1.259 0.180 0.243 -0.555
H -1.965 -0.225 0.479 0.974 0.255 0.503
O -1.506 -0.288 1.338 -1.077 -0.434 -0.090

2.
50
Properties=species:S:1:pos:R:3:forces:R:3 method="wB97M-V/def2-TZVPD" mol_weight_g_mol=291.435 homo_energy_ev=-8.21 fmax_ev_per_a=0.71 spin_multiplicity=1 gap_ev=9.1 de_lowest_kcal_mol=21.34
C -4.832 -3.455 -0.718 -0.011 0.253 0.016
C -4.275 -2.071 -0.407 0.142 -0.311 0.085
C -3.175 -2.125 0.648 -0.129 0.386 -0.123
C -2.567 -0.746 0.908 0.010 -0.287 -0.100
N -2.025 -0.146 -0.301 0.121 0.093 0.046
C -0.778 -0.717 -0.743 0.455 0.001 0.142
H -0.593 -0.401 -1.773 0.038 -0.080 -0.009
C 0.476 -0.330 0.072 -0.646 -0.129 0.253
O 1.321 -1.444 0.092 0.035 -0.022 -0.171
C 2.426 -1.360 0.972 0.049 -0.033 0.170
C 3.584 -0.555 0.437 -0.014 -0.111 -0.041
C 4.834 -1.144 0.298 -0.193 0.024 0.071
C 5.908 -0.420 -0.186 0.134 0.078 -0.040
C 5.738 0.906 -0.546 0.151 -0.054 -0.005
C 4.494 1.497 -0.421 -0.189 -0.029 0.085
C 3.412 0.781 0.073 -0.035 0.068 -0.095
C 2.063 1.443 0.203 0.024 0.143 0.160
H 2.106 2.459 -0.199 0.070 -0.082 0.154
O 1.038 0.800 -0.529 0.028 -0.056 -0.165
H 1.777 1.498 1.268 -0.002 0.042 -0.151
H 4.357 2.530 -0.708 -0.024 0.111 -0.046
H 6.570 1.476 -0.930 0.071 0.041 -0.036
H 6.875 -0.891 -0.286 0.082 -0.035 -0.016
H 4.963 -2.180 0.574 0.006 -0.122 0.017
H 2.737 -2.395 1.135 0.037 0.165 0.087
H 2.097 -0.936 1.937 0.014 -0.111 -0.114
H 0.203 -0.075 1.122 0.122 -0.034 -0.248
H -0.851 -1.804 -0.726 0.016 0.015 -0.042
C -2.023 1.308 -0.271 -0.269 -0.029 -0.235
H -1.646 1.693 0.690 0.069 0.036 -0.013
H -1.333 1.646 -1.044 0.018 0.042 0.075
C -3.432 1.870 -0.536 0.182 0.176 0.428
C -3.952 2.755 0.595 -0.192 -0.013 -0.311
C -5.355 3.273 0.304 0.225 -0.003 0.167
H -5.362 3.861 -0.611 -0.062 0.073 -0.108
H -6.049 2.444 0.182 -0.120 -0.063 -0.032
H -5.710 3.901 1.118 -0.121 0.074 0.027
H -3.963 2.190 1.530 0.105 0.002 0.060
H -3.274 3.602 0.730 0.057 -0.012 0.097
H -4.112 1.031 -0.685 -0.050 -0.035 -0.064
H -3.428 2.450 -1.460 -0.058 -0.019 -0.087
H -1.809 -0.829 1.706 -0.054 0.124 0.028
H -3.357 -0.087 1.272 -0.003 0.033 0.075
H -2.399 -2.821 0.325 0.043 -0.106 0.048
H -3.583 -2.504 1.589 0.048 -0.086 0.036
H -5.083 -1.427 -0.052 -0.016 0.125 -0.030
H -3.863 -1.625 -1.313 -0.078 0.080 0.007
H -4.046 -4.105 -1.097 0.060 -0.120 -0.046
H -5.616 -3.393 -1.469 -0.086 -0.089 -0.070
H -5.250 -3.910 0.178 -0.061 -0.115 0.064

3.
78
Properties=species:S:1:pos:R:3:forces:R:3 method="wB97M-V/def2-TZVPD" total_charge=+2 s_squared=0.75 mol_weight_g_mol=1134.407 homo_energy_ev="-12.96 / -12.96" fmax_ev_per_a=3.95 spin_multiplicity=2 gap_ev="6.5 / 4.7" de_lowest_kcal_mol=0.00
Yb 0.263 1.179 -1.091 -0.399 -0.678 0.280
Cl 3.723 1.208 -3.067 0.515 0.056 -0.017
C 3.173 2.628 -2.280 0.145 1.303 0.093
C 1.901 2.603 -1.779 -3.340 -2.075 0.405
C 1.256 3.610 -1.117 1.214 0.994 0.186
Cl -0.582 3.638 -0.507 1.760 -0.904 -0.954
C 1.995 4.742 -0.851 -0.483 2.071 -0.333
Cl 1.241 6.112 -0.047 0.495 -0.667 -0.352
C 3.266 4.912 -1.480 -0.846 -0.980 0.357
Cl 3.943 6.442 -1.384 0.826 0.380 -0.084
C 3.887 3.833 -2.162 1.256 -0.585 0.416
Cl 5.616 3.854 -2.597 -1.861 0.331 0.200
C -4.601 1.479 -3.069 -1.296 -0.460 0.436
Sb -2.952 0.189 -2.428 -0.506 -0.473 -0.318
C -1.411 1.211 -3.609 -0.594 0.425 0.282
C -3.499 -1.673 -3.616 0.135 1.158 -0.058
C -3.456 -2.903 -2.791 0.621 -0.001 -0.356
C -4.599 -3.168 -2.032 -0.537 -0.826 0.350
C -4.730 -4.394 -1.383 -0.327 -0.483 0.336
C -3.668 -5.330 -1.428 -0.336 0.890 0.417
C -2.488 -4.998 -2.063 -0.489 1.005 -0.532
C -2.351 -3.788 -2.812 -1.466 -1.589 1.745
C -1.072 -3.603 -3.486 0.956 1.362 -1.006
Sb 0.403 -2.323 -2.427 -0.002 0.201 -0.649
C 1.882 -3.921 -2.228 0.276 0.032 -0.542
C 0.975 -1.178 -4.256 -0.024 -1.032 0.283
H -5.100 1.205 -4.032 0.795 -0.032 0.690
H -4.350 2.538 -3.108 0.274 -0.049 0.052
H -5.404 1.371 -2.277 0.963 0.076 -0.785
H -1.787 2.232 -3.437 0.599 -0.018 -0.208
H -1.541 0.995 -4.666 0.318 -0.021 -0.053
H -0.323 1.133 -3.375 -0.374 -0.002 -0.388
H -2.852 -1.664 -4.483 0.467 -0.101 -0.083
H -4.499 -1.507 -4.045 0.215 0.237 0.532
H -5.444 -2.445 -1.987 0.792 -0.564 -0.193
H -5.677 -4.648 -0.845 1.043 0.294 -0.518
H -3.704 -6.265 -0.881 -0.285 0.034 -0.104
H -1.667 -5.690 -2.005 0.249 -0.141 -0.161
H -1.181 -3.015 -4.415 0.117 -0.405 0.248
H -0.501 -4.523 -3.716 -0.513 0.434 0.267
H 2.067 -4.368 -3.220 0.095 0.592 0.206
H 1.483 -4.761 -1.667 -0.433 0.236 0.411
H 2.824 -3.621 -1.751 -0.329 0.091 -0.287
H 1.595 -1.869 -4.848 -0.167 0.475 0.041
H 1.562 -0.333 -3.926 0.330 0.191 -0.131
H 0.131 -0.807 -4.865 0.236 -0.460 0.479
C 2.494 4.719 4.744 -0.158 -0.033 0.117
C 2.687 3.406 5.149 0.023 0.142 -0.479
C 2.222 2.346 4.348 -0.161 -0.730 1.745
C 1.525 2.596 3.171 0.676 -0.159 -0.967
C 1.455 3.896 2.712 -0.606 0.268 0.809
C 1.846 4.940 3.537 0.368 1.135 -0.692
As 0.866 1.208 1.908 0.311 -0.569 1.260
C -0.591 0.410 2.919 -0.675 -0.862 1.153
C -1.963 0.686 2.880 1.548 0.178 -1.223
C -2.793 -0.103 3.662 -1.615 0.647 -0.229
C -2.367 -1.083 4.548 0.874 -0.001 0.320
C -0.973 -1.363 4.627 -0.739 0.506 0.001
C -0.131 -0.622 3.813 1.155 0.241 -2.211
C 1.314 -0.980 3.523 -0.242 -0.083 1.433
C 2.030 -1.946 4.262 0.219 0.010 -0.928
C 3.386 -2.122 4.003 0.438 1.032 0.440
C 4.099 -1.255 3.144 -0.844 -0.973 0.515
C 3.373 -0.365 2.393 -0.209 -0.051 -0.553
C 2.002 -0.229 2.565 -0.537 -0.155 0.193
H 2.835 5.526 5.405 -0.226 -0.240 -0.549
H 3.232 3.284 6.086 -0.299 -0.571 -0.288
H 2.308 1.353 4.833 -0.012 0.447 -0.872
H 0.953 4.122 1.795 -0.083 0.133 -0.377
H 1.700 5.953 3.142 0.085 -0.350 0.392
H -2.313 1.438 2.123 -0.095 -0.747 1.111
H -3.865 0.119 3.536 0.460 -0.362 0.408
H -3.128 -1.574 5.176 0.684 0.078 -0.419
H -0.505 -2.110 5.285 -0.708 0.282 -0.318
H 1.557 -2.595 4.998 0.012 0.281 -0.183
H 3.939 -2.823 4.604 0.092 -0.289 0.016
H 5.175 -1.289 3.045 -0.041 -0.257 -0.026
H 3.884 0.137 1.599 0.220 0.731 -0.197

4.
70
Properties=species:S:1:pos:R:3:forces:R:3 method="wB97M-V/def2-TZVPD" total_charge=+3 s_squared=6.06 mol_weight_g_mol=673.402 homo_energy_ev="-16.06 / -16.05" fmax_ev_per_a=0.56 spin_multiplicity=5 gap_ev="7.4 / 8.2" de_lowest_kcal_mol=6.45
Mn 0.178 -0.070 -0.356 0.098 0.243 -0.387
O -0.248 6.115 -0.862 0.066 -0.063 -0.037
C -0.182 4.794 -0.796 -0.049 0.206 0.006
C 0.854 4.022 -1.322 0.039 0.010 -0.053
C 0.802 2.668 -1.153 -0.136 -0.134 -0.042
N -0.199 2.000 -0.524 0.063 -0.001 0.083
C -1.222 2.769 -0.081 0.065 -0.041 -0.034
Br -2.766 2.019 0.678 0.063 -0.057 0.056
C -1.238 4.138 -0.171 -0.061 0.011 -0.036
H 0.498 6.500 -1.341 -0.033 0.013 0.012
H 1.679 4.466 -1.864 -0.006 0.001 0.020
H 1.596 2.058 -1.553 0.063 -0.046 0.023
H -2.076 4.704 0.208 0.020 0.011 -0.002
F 6.042 3.232 0.173 -0.048 -0.010 0.007
C 5.869 1.932 -0.112 0.123 0.041 0.024
C 4.606 1.436 -0.150 -0.141 0.008 0.029
C 4.389 0.066 -0.373 0.095 0.044 0.018
C 3.068 -0.495 -0.386 -0.178 0.336 0.086
O 2.057 0.312 -0.231 -0.164 -0.008 0.077
C 2.955 -1.868 -0.553 0.022 -0.137 -0.044
C 4.091 -2.633 -0.731 0.100 -0.065 0.007
N 5.316 -2.128 -0.765 0.052 0.072 0.013
C 6.464 -3.019 -0.943 -0.073 0.070 0.043
C 6.364 -4.148 -1.915 -0.069 -0.043 -0.055
C 7.229 -2.967 -2.232 0.075 0.010 -0.029
C 5.507 -0.762 -0.557 0.075 -0.129 -0.018
C 6.798 -0.222 -0.539 0.013 -0.088 -0.046
C 7.014 1.124 -0.316 0.070 0.081 0.009
N 8.320 1.633 -0.297 0.038 -0.091 -0.056
C 9.302 1.006 0.580 -0.046 0.069 0.044
C 10.695 1.103 -0.011 0.048 0.139 -0.049
N 11.018 2.555 -0.259 -0.100 -0.032 0.008
C 9.981 3.194 -1.151 0.101 -0.066 0.048
C 8.605 3.043 -0.525 0.002 -0.031 0.032
C 1.661 -2.591 -0.523 -0.480 0.254 0.131
O 1.583 -3.784 -0.555 0.122 -0.119 -0.057
O 0.569 -1.825 -0.435 0.196 -0.505 -0.094
H 3.774 2.098 0.047 -0.015 -0.018 -0.011
H 3.993 -3.704 -0.850 -0.012 0.014 -0.001
H 7.005 -3.182 -0.021 -0.018 0.019 0.034
H 5.455 -4.254 -2.491 0.022 -0.002 0.004
H 6.825 -5.082 -1.628 0.010 0.016 -0.003
H 6.875 -2.291 -2.999 -0.016 -0.015 0.018
H 8.304 -3.077 -2.177 -0.018 -0.008 -0.014
H 7.639 -0.868 -0.739 0.010 0.016 0.012
H 9.074 -0.044 0.734 -0.037 -0.023 -0.016
H 9.290 1.483 1.572 0.006 -0.008 0.008
H 10.757 0.605 -0.977 0.003 -0.018 -0.006
H 11.448 0.698 0.661 0.008 0.003 0.024
H 11.949 2.649 -0.671 -0.005 -0.018 -0.041
H 11.051 3.054 0.635 0.010 0.006 0.010
H 10.042 2.679 -2.107 -0.005 0.004 -0.023
H 10.248 4.240 -1.280 -0.003 0.017 0.013
H 7.890 3.470 -1.222 -0.017 -0.009 -0.006
H 8.550 3.628 0.403 0.006 0.016 -0.006
C -4.646 -2.806 1.755 0.063 0.021 -0.060
N -3.540 -2.087 1.126 -0.074 0.038 -0.079
C -3.413 -1.819 -0.302 -0.003 -0.043 0.097
C -2.132 -1.049 -0.296 0.131 0.136 -0.285
O -1.527 -0.549 -1.283 0.042 0.127 0.297
N -1.624 -0.922 0.921 -0.094 -0.189 0.142
C -2.493 -1.562 1.754 0.003 -0.068 0.139
N -2.302 -1.639 3.059 -0.010 0.042 -0.010
H -5.333 -3.125 0.977 -0.003 0.000 -0.003
H -5.186 -2.159 2.446 0.001 0.011 0.009
H -4.284 -3.694 2.273 0.017 -0.004 0.002
H -4.240 -1.229 -0.702 -0.029 0.019 0.029
H -3.311 -2.734 -0.889 -0.004 -0.022 -0.010
H -1.493 -1.205 3.470 0.006 -0.003 -0.002
H -2.958 -2.103 3.666 0.003 -0.009 0.002